59
Properties=species:S:1:pos:R:3 method="wB97M-V/def2-TZVPD" homo_ev=-8.66 e_lumo_ev=0.6077 charge=0 fmax_ev_per_a=1.2 smiles="Cc1ccccc1S(=O)(=O)Cc1ccc(C(=O)NCCCN2CCC[C@H](C)C2)o1" de_lowest_kj_mol=95.34
C -1.2775 -0.0341 2.0058
C -2.5151 -0.5989 1.3864
C -2.8553 -1.9285 1.6386
C -3.9886 -2.5017 1.0970
C -4.8336 -1.7493 0.2950
C -4.5105 -0.4340 0.0254
C -3.3619 0.1267 0.5595
S -3.0420 1.8004 -0.0348
O -4.2947 2.3793 -0.4388
O -2.2366 2.5750 0.8748
C -2.0419 1.5518 -1.6013
C -1.7713 0.1215 -1.7734
C -2.4830 -0.8665 -2.4007
C -1.8433 -2.0818 -2.0828
C -0.7784 -1.7593 -1.2844
C 0.2143 -2.6431 -0.6420
O 0.0614 -3.8523 -0.6018
N 1.2572 -1.9981 -0.0854
C 2.3552 -2.7247 0.5113
C 3.2191 -1.7838 1.3432
C 3.8765 -0.7017 0.4808
N 2.8961 0.2373 -0.0542
C 3.3016 0.8211 -1.3232
C 2.1579 1.6436 -1.9108
C 1.7504 2.7440 -0.9368
C 1.3847 2.1172 0.4075
C 0.9888 3.1700 1.4364
C 2.5687 1.2858 0.9008
O -0.7305 -0.4165 -1.1013
H -1.2407 -0.3023 3.0605
H -1.2520 1.0456 1.9110
H -0.3971 -0.4613 1.5257
H -2.2048 -2.5179 2.2676
H -4.2164 -3.5364 1.3032
H -5.7277 -2.1861 -0.1215
H -5.1385 0.1884 -0.5919
H -2.6564 1.9556 -2.3984
H -1.1373 2.1346 -1.4584
H -3.3520 -0.7340 -3.0114
H -2.1178 -3.0682 -2.3926
H 1.4605 -1.0137 -0.2658
H 1.9385 -3.5274 1.1272
H 2.9644 -3.1957 -0.2721
H 2.6076 -1.3237 2.1199
H 4.0026 -2.3649 1.8312
H 4.6472 -0.1775 1.0693
H 4.3795 -1.1902 -0.3580
H 3.5601 0.0101 -2.0098
H 4.1912 1.4644 -1.2023
H 2.4737 2.0703 -2.8644
H 1.3074 0.9845 -2.0960
H 0.9080 3.3152 -1.3319
H 2.5845 3.4374 -0.8000
H 0.5400 1.4396 0.2554
H 0.0462 3.6328 1.1568
H 0.8586 2.7146 2.4154
H 1.7536 3.9403 1.5146
H 2.3121 0.8197 1.8545
H 3.4376 1.9469 1.0713